# 1
This record from the Open Molecules 2025 dataset describes a structure of composition C29H29F5MoN2O3PTe. The level of theory is ωB97M-V/def2-TZVPD.

```
71
Properties=species:S:1:pos:R:3:forces:R:3:mulliken_charge:R:1
Mo -0.094215 1.873835 -1.104786 0.01 1.71 -0.48 -0.55
C 1.375585 1.745935 5.615414 -0.05 0.02 -0.03 -0.54
C 1.446485 0.499335 5.015514 0.06 -0.03 0.12 -0.71
C 1.028685 0.337635 3.707414 -0.17 0.05 -0.22 -0.74
C 0.558385 1.425835 2.976214 -0.05 0.14 -0.15 0.78
C 0.449585 2.665935 3.594614 -0.02 -0.01 -0.13 -0.18
C 0.855385 2.818935 4.909614 -0.09 0.07 0.03 -0.92
P 0.224685 1.102735 1.192914 0.50 -1.38 1.10 2.49
C -1.055115 -0.205865 1.437914 -0.13 0.12 -0.24 0.55
C -2.072515 0.198735 2.300214 -0.03 -0.02 -0.05 -0.94
C -3.183015 -0.583265 2.546714 -0.15 0.03 0.14 -0.98
C -3.266815 -1.835165 1.958614 0.06 0.02 -0.03 -0.85
C -2.282715 -2.259765 1.092514 -0.02 -0.08 -0.02 -0.46
C -1.204215 -1.432865 0.760514 0.02 -0.10 0.24 0.09
C 1.736885 0.407435 0.462014 0.06 0.11 -0.42 -0.01
C 2.933585 0.017235 1.044714 0.03 -0.08 0.05 -1.24
C 4.011285 -0.258865 0.219314 -0.06 0.07 0.11 -0.85
C 3.883385 -0.127865 -1.156486 0.04 -0.02 -0.02 -0.89
C 2.687585 0.283535 -1.721786 -0.14 -0.11 -0.27 -0.68
C 1.571285 0.587635 -0.941586 0.73 -0.52 0.71 2.34
H 1.723485 1.885435 6.628614 0.00 -0.02 0.10 0.37
H 1.835885 -0.347465 5.562714 0.02 -0.07 0.04 0.41
H 1.067985 -0.637665 3.240014 0.02 -0.08 0.01 0.40
H 0.089185 3.530835 3.046814 0.01 -0.17 0.43 0.29
H 0.780085 3.791735 5.373214 0.01 0.07 0.01 0.46
H -1.984715 1.162335 2.785814 -0.06 0.03 0.05 0.43
H -3.969915 -0.225465 3.194414 -0.01 0.02 0.08 0.42
H -4.104515 -2.483765 2.171414 -0.07 -0.05 0.02 0.39
H -2.337415 -3.241265 0.646114 -0.02 -0.07 -0.07 0.56
H 0.576085 -1.286765 -0.181986 -0.25 -0.16 -0.02 -0.38
H 3.041785 -0.040965 2.119114 0.00 0.04 0.02 0.49
H 4.959785 -0.553765 0.646214 0.06 -0.01 0.04 0.40
H 4.743485 -0.309765 -1.784986 0.06 -0.07 -0.10 0.39
H 2.638285 0.396135 -2.797686 0.00 0.06 -0.11 0.41
N -0.233215 2.778135 -3.246286 0.49 0.21 0.27 -0.39
C -1.317415 2.354735 -4.128686 -0.31 -0.06 -0.18 -0.66
C -2.616615 2.247135 -3.329586 -0.03 -0.43 0.15 -0.85
C -2.606115 0.986935 -2.442086 -2.47 0.42 -1.67 0.64
O -3.514015 0.168335 -2.502286 1.07 0.75 0.34 -0.65
O -1.560115 0.898135 -1.693686 -0.67 -1.72 0.35 -0.27
H -0.391915 3.742635 -2.932286 0.09 -0.23 0.00 0.29
H 0.668585 2.760035 -3.718786 -0.19 0.05 0.10 0.25
H -1.061715 1.373335 -4.549186 0.00 0.21 -0.01 0.35
H -1.452815 3.066635 -4.957986 0.05 -0.21 0.15 0.37
H -3.475715 2.182835 -3.994886 0.03 -0.07 0.01 0.36
H -2.729915 3.126835 -2.687386 0.06 -0.09 0.04 0.24
F 1.951885 5.291935 0.441614 -0.75 -0.81 -0.06 -0.39
Te 0.305785 4.281435 0.640114 1.90 5.60 0.35 1.35
F 0.131785 5.934435 1.994314 -0.30 -1.32 -0.37 -0.61
F -1.615715 3.459635 -0.670386 0.26 -0.76 -0.29 -0.74
F 1.882585 3.001535 1.378114 -0.71 0.31 0.08 -0.58
F -0.215215 5.656635 -0.723486 0.07 -1.08 0.90 -0.47
O 0.957785 3.302935 -0.914986 0.48 -0.20 -0.92 -0.48
C -2.514115 -2.633665 -2.007086 0.03 0.16 0.07 -1.58
C -1.219915 -3.367965 -1.862686 0.01 -0.02 -0.01 1.47
C -0.988715 -4.456165 -2.698086 0.09 -0.13 0.05 -0.88
C 0.198485 -5.158265 -2.665986 -0.04 -0.05 -0.04 -0.77
C 1.174985 -4.794265 -1.757386 -0.04 0.01 -0.08 -0.88
C 0.974985 -3.730765 -0.896186 0.02 0.02 0.10 0.92
C 2.036385 -3.357265 0.094314 -0.04 0.02 -0.08 -1.43
C -0.218915 -2.990165 -0.958586 0.00 -0.42 -0.21 -0.04
N -0.279615 -1.830865 -0.170586 0.47 0.36 -0.10 0.74
H -3.342115 -3.242865 -1.641886 -0.08 0.02 0.09 0.35
H -2.717715 -2.415765 -3.054786 0.02 0.03 -0.03 0.51
H -2.514315 -1.692265 -1.470486 -0.10 -0.01 -0.07 -0.06
H -1.755115 -4.745365 -3.403686 -0.12 0.04 -0.07 0.46
H 0.366185 -5.981465 -3.344986 -0.01 -0.09 -0.06 0.40
H 2.107085 -5.337965 -1.723686 0.14 -0.07 0.07 0.40
H 2.765885 -4.158365 0.190614 0.07 -0.03 0.00 0.46
H 1.591685 -3.166265 1.070114 0.06 0.08 0.10 0.27
H 2.563285 -2.455265 -0.220486 0.05 0.05 0.09 0.15
```
Forces are in eV/Å.

Values from the calculation:
Total charge: -1
Kohn-Sham gap (spin up / spin down), Eh: 0.2767 / 0.2824
E_HOMO (spin up / spin down), Eh: -0.1993 / -0.2005
LUMO (spin up / spin down), eV: 2.11 / 2.23



# 2
This record from the Open Molecules 2025 dataset describes an isolated molecule of C8H9NO2S3. The level of theory is ωB97M-V/def2-TZVPD.

```
23
Properties=species:S:1:pos:R:3:forces:R:3:nbo_charge:R:1
C -2.602882 1.890263 1.196493 0.01 0.01 4.17 -0.29
C -1.330367 1.245744 1.406302 0.71 -2.54 -4.04 -0.18
C -3.217031 1.921164 0.045938 -2.65 0.98 -2.04 -0.36
C -0.760105 0.360505 0.462423 -2.67 2.41 2.00 -0.06
C 0.578575 -0.071346 0.395647 1.72 0.50 0.19 0.00
C 0.894977 -0.726997 -0.737179 -0.40 -0.09 1.42 -0.52
C -1.589230 -0.222528 -0.606223 -1.48 0.36 -0.48 -0.47
C 1.466646 0.366531 1.498981 0.62 0.46 0.63 -0.65
N 2.389989 -2.533051 -2.342436 0.28 2.37 2.31 -1.04
O 3.251092 -0.309580 -1.433190 0.22 -0.71 -0.20 -0.92
O 2.753701 -2.187191 0.211416 -0.30 0.93 -2.72 -0.92
S -2.715574 1.057824 -1.367978 0.76 -0.22 -0.58 0.31
S -0.412732 -0.940079 -1.779440 -1.71 -0.63 -1.92 0.34
S 2.453785 -1.435380 -1.027438 1.40 -1.25 1.49 2.27
H -3.077026 2.315748 2.156790 0.72 -0.22 -1.89 0.23
H -0.668153 1.567671 2.121212 1.03 0.88 1.92 0.21
H -4.163350 2.552981 -0.154940 1.69 -1.13 0.46 0.25
H -2.317171 -0.955354 -0.231550 0.57 -0.23 -0.04 0.24
H 1.647456 1.509968 1.462042 -0.26 -1.89 0.08 0.23
H 2.421684 -0.198609 1.502796 -0.61 0.62 0.13 0.26
H 0.866435 0.104522 2.398588 0.88 0.41 -0.10 0.22
H 2.211694 -1.934056 -3.167891 -0.35 -1.45 0.31 0.42
H 1.917587 -3.378749 -2.010363 -0.20 0.42 -1.11 0.42
```
Forces are in eV/Å.

Values from the calculation:
Structure (SMILES): CC1=C(S(N)(=O)=O)S[C@@H]2SC=CC=C12
Kohn-Sham gap, Eh: 0.2629
E_HOMO, Eh: -0.2834
LUMO, eV: -0.56



DFT total energy for every record listed, in sequence, given in hartree: -2634.7778 -1709.9479.
ΔE to the lowest compared entry with this formula, charge and spin for every record listed, in sequence, given in kcal/mol: 74.7 0.0.